# 1
{"formula": "C75H177N11O19", "method": "wB97M-V/def2-TZVPD", "symbols": ["C", "C", "C", "C", "C", "C", "C", "C", "C", "N", "O", "H", "H", "H", "H", "H", "H", "H", "H", "H", "H", "H", "H", "H", "H", "H", "H", "H", "H", "H", "C", "C", "C", "C", "C", "C", "C", "C", "C", "N", "O", "H", "H", "H", "H", "H", "H", "H", "H", "H", "H", "H", "H", "H", "H", "H", "H", "H", "H", "H", "C", "C", "C", "C", "C", "C", "C", "C", "C", "N", "O", "H", "H", "H", "H", "H", "H", "H", "H", "H", "H", "H", "H", "H", "H", "H", "H", "H", "H", "H", "C", "O", "C", "C", "N", "C", "C", "O", "C", "H", "H", "H", "H", "H", "H", "H", "H", "H", "H", "H", "H", "H", "H", "H", "C", "O", "C", "C", "N", "C", "C", "O", "C", "H", "H", "H", "H", "H", "H", "H", "H", "H", "H", "H", "H", "H", "H", "H", "C", "O", "C", "C", "N", "C", "C", "O", "C", "H", "H", "H", "H", "H", "H", "H", "H", "H", "H", "H", "H", "H", "H", "H", "C", "O", "C", "C", "N", "C", "C", "O", "C", "H", "H", "H", "H", "H", "H", "H", "H", "H", "H", "H", "H", "H", "H", "H", "C", "O", "C", "C", "N", "C", "C", "O", "C", "H", "H", "H", "H", "H", "H", "H", "H", "H", "H", "H", "H", "H", "H", "H", "C", "O", "C", "C", "N", "C", "C", "O", "C", "H", "H", "H", "H", "H", "H", "H", "H", "H", "H", "H", "H", "H", "H", "H", "C", "O", "C", "C", "N", "C", "C", "O", "C", "H", "H", "H", "H", "H", "H", "H", "H", "H", "H", "H", "H", "H", "H", "H", "C", "O", "C", "C", "N", "C", "C", "O", "C", "H", "H", "H", "H", "H", "H", "H", "H", "H", "H", "H", "H", "H", "H", "H"], "positions_angstrom": [[5.49554, 5.59477, 5.03492], [4.05371, 5.25735, 5.41594], [3.27276, 4.66159, 4.21861], [4.05873, 4.06989, 6.51345], [4.42499, 4.51308, 7.95267], [3.53894, 5.71206, 8.35762], [3.51321, 6.89150, 7.35589], [2.30714, 7.79994, 7.75477], [4.77988, 7.63143, 7.54600], [3.29048, 6.36451, 5.94304], [3.15085, 7.47674, 5.08796], [6.04956, 5.57445, 5.97341], [5.96506, 4.89429, 4.34428], [5.61536, 6.57536, 4.57429], [2.21442, 4.64251, 4.47869], [3.25126, 5.28462, 3.32448], [3.59863, 3.66734, 3.91300], [3.04414, 3.68253, 6.60646], [4.67635, 3.23509, 6.18219], [4.23300, 3.66992, 8.61625], [5.48446, 4.76473, 8.00039], [3.79364, 6.07279, 9.35417], [2.53763, 5.30021, 8.48360], [2.21596, 8.63719, 7.06282], [2.33893, 8.24077, 8.75115], [1.31988, 7.35060, 7.64753], [4.88414, 8.21121, 6.62890], [5.66592, 6.99768, 7.50873], [4.78582, 8.22942, 8.45730], [2.30609, 7.28871, 4.67249], [1.83797, -0.58583, 0.93008], [1.27810, -0.83136, -0.56607], [2.56331, -1.12927, -1.36001], [0.32371, -2.08782, -0.52271], [-1.03591, -1.91978, 0.12865], [-1.72077, -0.72095, -0.45952], [-0.91673, 0.53903, -0.61446], [-1.63345, 1.26829, -1.74236], [-1.00198, 1.38067, 0.64860], [0.52390, 0.34997, -1.06853], [1.26732, 1.49225, -1.00218], [1.15162, -0.04664, 1.58299], [2.11458, -1.54336, 1.37134], [2.73749, 0.02961, 0.91635], [2.94732, -2.07806, -0.98525], [2.42205, -1.14444, -2.44071], [3.27119, -0.31516, -1.20429], [0.21181, -2.58458, -1.48646], [0.69276, -2.88490, 0.12272], [-1.60879, -2.83691, -0.00845], [-0.82286, -1.78263, 1.18879], [-2.65322, -0.51833, 0.06735], [-2.12229, -1.04775, -1.41873], [-1.63240, 0.63526, -2.62970], [-1.17133, 2.24550, -1.88243], [-2.66792, 1.57074, -1.57949], [-0.55882, 0.92793, 1.53558], [-2.03142, 1.65501, 0.87901], [-0.47898, 2.31715, 0.45473], [1.48092, 1.64384, -1.92576], [-1.76599, -4.30310, -9.87396], [-0.84329, -5.08307, -8.89515], [-0.32933, -6.37921, -9.58528], [0.48630, -4.25589, -8.78431], [0.38136, -3.01162, -7.84868], [-0.23510, -3.45318, -6.55120], [-1.55971, -4.22200, -6.64125], [-1.93784, -4.72028, -5.28061], [-2.71703, -3.19268, -7.10683], [-1.35406, -5.35121, -7.58036], [-2.51738, -6.12102, -7.68374], [-1.88395, -4.77488, -10.84945], [-2.78562, -4.32947, -9.48954], [-1.39228, -3.30523, -10.10350], [0.25641, -7.01148, -8.91801], [-1.19766, -6.95784, -9.90037], [0.24608, -6.07952, -10.46116], [1.30529, -4.90993, -8.48499], [0.70256, -3.83679, -9.76700], [1.39379, -2.66365, -7.64374], [-0.16031, -2.17109, -8.28249], [-0.39588, -2.64274, -5.84026], [0.51533, -4.07504, -6.06308], [-1.31027, -5.56166, -4.98679], [-2.98532, -5.01858, -5.23673], [-1.93715, -3.93227, -4.52750], [-3.48957, -3.65975, -7.71767], [-2.23975, -2.32546, -7.56316], [-3.27608, -2.82800, -6.24510], [-2.26477, -7.02986, -7.50537], [-3.58528, 0.89163, 6.47108], [-2.53317, 1.14373, 7.37844], [-2.57245, 2.41537, 8.01610], [-1.72956, 2.28907, 9.29456], [-2.53164, 2.18122, 10.46803], [-3.54226, 1.11402, 10.44789], [-4.04800, 0.83323, 11.89096], [-5.04267, 1.79331, 12.31559], [-4.61767, 3.12125, 12.54257], [-4.51542, 1.30047, 6.86578], [-3.71410, -0.19002, 6.43177], [-3.56286, 1.31125, 5.46534], [-3.56730, 2.82905, 8.18118], [-2.07546, 2.99542, 7.23851], [-1.23872, 3.24746, 9.46380], [-1.04292, 1.45409, 9.15509], [-2.06074, 2.26045, 11.35801], [-3.01691, 0.28250, 9.97810], [-4.40203, 1.41864, 9.85113], [-3.20273, 0.70908, 12.56788], [-4.61936, -0.08497, 11.75473], [-4.48168, 3.72447, 11.64494], [-3.61374, 3.22269, 12.95482], [-5.30022, 3.64270, 13.21362], [0.24988, -10.25097, -3.38027], [0.90642, -10.10149, -2.06783], [0.97839, -8.81097, -1.46473], [1.98732, -8.82627, -0.33356], [1.70294, -9.93906, 0.56127], [2.73895, -9.99402, 1.61241], [2.42625, -11.24154, 2.47877], [2.03426, -12.38509, 1.61058], [1.29207, -13.45739, 2.32540], [-0.80271, -9.97064, -3.34084], [0.32994, -11.28007, -3.73045], [0.61456, -9.50890, -4.09051], [-0.06266, -8.65081, -1.18421], [1.33909, -8.07541, -2.18374], [1.84935, -7.87756, 0.18507], [2.98294, -8.86467, -0.77557], [0.78577, -9.78604, 0.95560], [2.87362, -8.99510, 2.02729], [3.73456, -10.16108, 1.20136], [1.61461, -10.87440, 3.10691], [3.25758, -11.53510, 3.11971], [0.96357, -14.06624, 1.48309], [0.35472, -13.20382, 2.82059], [1.99503, -14.03445, 2.92617], [7.59086, 2.79595, -1.83320], [6.65902, 3.57231, -2.53708], [5.52430, 2.89247, -3.01669], [4.74094, 3.89692, -3.97116], [3.44107, 3.31289, -4.50877], [3.47007, 2.41332, -5.65191], [2.00920, 2.05269, -6.04736], [1.33099, 3.28227, -6.43979], [0.00586, 2.91167, -6.56168], [7.18930, 2.65368, -0.82990], [8.35958, 3.46994, -1.45520], [8.02826, 1.92846, -2.32741], [4.88269, 2.58609, -2.19051], [5.85333, 1.96869, -3.49256], [5.45893, 4.23102, -4.72013], [4.35618, 4.73771, -3.39399], [2.79781, 4.01281, -4.85001], [4.04889, 1.51371, -5.44269], [3.93019, 2.85186, -6.53739], [1.69816, 1.48484, -5.17049], [1.95748, 1.37844, -6.90222], [-0.09864, 2.27354, -7.43916], [-0.49697, 3.86931, -6.69651], [-0.33277, 2.48221, -5.61881], [-1.84800, 18.08718, 2.46065], [-1.14246, 16.89347, 2.85625], [-1.50354, 16.27136, 4.10331], [-0.55536, 15.03229, 4.17536], [-1.08000, 13.95119, 3.38579], [-0.49919, 12.65099, 3.71428], [-1.12392, 11.39154, 3.07595], [-0.74736, 10.21077, 3.71140], [-1.45042, 9.11740, 3.20745], [-1.97488, 18.80549, 3.27062], [-2.80512, 17.67802, 2.13726], [-1.41441, 18.51625, 1.55733], [-2.56243, 16.01328, 4.11938], [-1.24354, 16.90448, 4.95163], [-0.53340, 14.78538, 5.23680], [0.46886, 15.32290, 3.94170], [-0.77832, 14.09979, 2.43343], [-0.53405, 12.52232, 4.79609], [0.52110, 12.81415, 3.36716], [-0.80907, 11.40624, 2.03251], [-2.20518, 11.48207, 3.17968], [-1.03697, 8.61369, 2.33369], [-2.51043, 9.33903, 3.08358], [-1.41050, 8.34679, 3.97731], [6.79484, -5.36466, 1.87532], [5.48942, -5.25065, 2.61200], [5.57477, -5.86068, 3.93482], [4.37523, -5.28486, 4.74671], [3.17532, -5.93053, 4.34811], [1.93224, -5.52086, 5.07837], [0.84883, -6.59358, 4.74521], [0.59268, -6.63481, 3.35029], [-0.40058, -7.56152, 2.98407], [6.68265, -4.77387, 0.96621], [6.99891, -6.40672, 1.62925], [7.62079, -4.93412, 2.44147], [6.49857, -5.67482, 4.48267], [5.54641, -6.92382, 3.69601], [4.31912, -4.20008, 4.65607], [4.63385, -5.40728, 5.79848], [3.18549, -5.95863, 3.33855], [1.65742, -4.52825, 4.72158], [2.22865, -5.63381, 6.12119], [-0.07668, -6.40599, 5.28957], [1.19263, -7.54717, 5.14591], [-1.34126, -7.38483, 3.50563], [-0.11088, -8.61132, 3.02975], [-0.71671, -7.41457, 1.95132], [5.15315, -6.51074, -6.23333], [4.69866, -5.13440, -6.22111], [5.70893, -4.18522, -6.33274], [6.68176, -4.41064, -7.54095], [5.93490, -4.28322, -8.73995], [6.76299, -4.64786, -9.93472], [6.00948, -4.33882, -11.23162], [5.81200, -2.91459, -11.38776], [5.48776, -2.65966, -12.77672], [4.33727, -7.18907, -5.98370], [5.91062, -6.65996, -5.46386], [5.58822, -6.83361, -7.17913], [6.30518, -4.18526, -5.42028], [5.32463, -3.19333, -6.57062], [7.23331, -5.34908, -7.48445], [7.41752, -3.61309, -7.64410], [5.09109, -4.83550, -8.68464], [6.89243, -5.72921, -9.97993], [7.68568, -4.06814, -9.96021], [5.08676, -4.91884, -11.21558], [6.57777, -4.72445, -12.07803], [6.33179, -2.94938, -13.40265], [5.58702, -1.58162, -12.90357], [4.59189, -3.09608, -13.21838], [-6.69945, -0.08261, 2.17327], [-6.42122, 1.24940, 1.99780], [-7.37384, 2.13981, 2.61416], [-6.85746, 3.60556, 2.53978], [-6.89660, 4.12108, 1.17649], [-6.29928, 5.46025, 1.10680], [-6.03542, 5.94049, -0.32422], [-4.77758, 5.38710, -0.70378], [-4.32910, 5.84085, -1.99460], [-7.54641, -0.39078, 1.56024], [-6.80829, -0.26628, 3.24216], [-5.83756, -0.60461, 1.75765], [-7.56121, 1.86550, 3.65230], [-8.35259, 1.97597, 2.16330], [-5.91187, 3.67087, 3.07803], [-7.52292, 4.24567, 3.11902], [-6.47648, 3.44982, 0.54958], [-5.33495, 5.35392, 1.60364], [-6.91549, 6.12395, 1.71333], [-6.06047, 7.02721, -0.24346], [-6.78874, 5.64721, -1.05537], [-4.93133, 5.25300, -2.68732], [-3.32999, 5.43049, -2.14117], [-4.26075, 6.92203, -2.11505], [-8.42775, 1.45479, -3.65965], [-8.33681, 0.07404, -3.46868], [-7.17562, -0.36616, -2.81375], [-7.09786, -1.88175, -2.73680], [-8.18555, -2.54585, -2.04855], [-8.09745, -3.99883, -1.99656], [-6.73614, -4.54498, -1.41649], [-6.89317, -5.95143, -1.44638], [-5.73773, -6.75004, -1.14127], [-7.67845, 1.72559, -4.40350], [-8.37180, 2.00755, -2.72187], [-9.36324, 1.66517, -4.17802], [-7.15556, 0.08896, -1.82351], [-6.26937, -0.04263, -3.32574], [-6.19151, -2.13033, -2.18466], [-7.01927, -2.11425, -3.79881], [-9.04766, -2.16368, -2.41024], [-8.49157, -4.42913, -2.91721], [-8.88480, -4.20263, -1.27086], [-6.59017, -4.14614, -0.41264], [-5.86577, -4.14237, -1.93464], [-6.05798, -7.76629, -1.37098], [-5.61905, -6.68239, -0.05987], [-4.78737, -6.63111, -1.66164]], "mulliken_charge": [-1.716, 1.768, -2.071, -1.226, -0.655, -1.197, 1.562, -1.967, -1.694, 0.285, -0.453, 0.314, 0.428, 0.315, 0.459, 0.396, 0.415, 0.435, 0.418, 0.394, 0.335, 0.412, 0.335, 0.461, 0.389, 0.402, 0.352, 0.316, 0.448, 0.340, -1.547, 1.558, -1.857, -1.433, -0.861, -1.513, 1.897, -2.103, -1.932, 0.575, -0.449, 0.265, 0.422, 0.346, 0.390, 0.378, 0.358, 0.456, 0.493, 0.482, 0.323, 0.443, 0.502, 0.456, 0.442, 0.378, 0.317, 0.476, 0.395, 0.320, -1.673, 1.893, -2.073, -1.603, -0.507, -1.585, 2.048, -2.366, -1.585, 0.222, -0.454, 0.456, 0.306, 0.294, 0.458, 0.496, 0.413, 0.491, 0.436, 0.423, 0.271, 0.435, 0.405, 0.481, 0.476, 0.411, 0.324, 0.289, 0.469, 0.340, -0.819, -0.341, -0.655, -0.792, -0.202, -0.463, -0.705, -0.379, -0.663, 0.329, 0.302, 0.325, 0.407, 0.468, 0.417, 0.331, 0.219, 0.418, 0.246, 0.421, 0.324, 0.245, 0.280, 0.288, -0.736, -0.252, -0.609, -0.607, -0.130, -0.537, -0.518, -0.285, -0.738, 0.294, 0.240, 0.263, 0.296, 0.389, 0.268, 0.377, 0.191, 0.245, 0.353, 0.246, 0.427, 0.248, 0.305, 0.282, -0.815, -0.365, -0.156, -0.745, -0.126, -0.827, -0.496, -0.374, -0.608, 0.329, 0.306, 0.295, 0.169, 0.317, 0.276, 0.341, 0.225, 0.442, 0.349, 0.268, 0.466, 0.278, 0.262, 0.214, -0.757, -0.303, -0.589, -0.615, -0.309, -0.665, -0.521, -0.221, -0.737, 0.282, 0.307, 0.245, 0.329, 0.368, 0.484, 0.320, 0.230, 0.364, 0.316, 0.256, 0.357, 0.277, 0.353, 0.229, -0.757, -0.242, -0.592, -0.777, -0.152, -0.670, -0.654, -0.151, -0.755, 0.230, 0.287, 0.306, 0.434, 0.293, 0.323, 0.443, 0.182, 0.334, 0.361, 0.451, 0.313, 0.390, 0.162, 0.233, -0.773, -0.205, -0.642, -0.741, -0.109, -0.725, -0.521, -0.312, -0.834, 0.240, 0.328, 0.268, 0.353, 0.330, 0.350, 0.478, 0.133, 0.365, 0.353, 0.311, 0.408, 0.335, 0.323, 0.293, -0.737, -0.162, -0.758, -0.735, -0.344, -0.574, -0.643, -0.235, -0.770, 0.313, 0.327, 0.135, 0.458, 0.377, 0.371, 0.383, 0.283, 0.326, 0.378, 0.406, 0.356, 0.316, 0.220, 0.303, -0.719, -0.349, -0.559, -0.452, -0.216, -0.626, -0.286, -0.334, -0.735, 0.306, 0.257, 0.264, 0.268, 0.372, 0.337, 0.205, 0.233, 0.320, 0.302, 0.309, 0.274, 0.272, 0.315, 0.253], "e_lumo_ev": 0.1, "smiles": "CC1(C)CCCC(C)(C)N1O.CC1(C)CCCC(C)(C)N1O.CC1(C)CCCC(C)(C)N1O.COCCNCCOC.COCCNCCOC.COCCNCCOC.COCCNCCOC.COCCNCCOC.COCCNCCOC.COCCNCCOC.COCCNCCOC", "homo_ev": -8.07, "total_energy_ev": -135917.17689, "max_force_ev_per_a": 3.89, "e_above_lowest_kj_mol": 496.06, "charge": 0, "orbital_gap_ev": 8.2214}

# 2
{"formula": "C4H14N2O", "method": "wB97M-V/def2-TZVPD", "symbols": ["C", "C", "C", "N", "C", "N", "H", "H", "H", "H", "H", "H", "H", "H", "H", "H", "H", "H", "H", "H", "O"], "positions_angstrom": [[-2.97234, -0.07009, -0.50530], [-1.61905, 0.16584, 0.12399], [-0.44962, 0.83352, -0.66191], [0.71160, 0.80489, 0.24281], [1.93132, 0.56387, -0.59305], [3.21199, 0.22980, 0.04766], [-3.04634, -0.42069, -1.55895], [-3.52617, -0.84276, 0.04917], [-3.61012, 0.78888, -0.44342], [-1.17401, -0.86594, 0.19917], [-1.73787, 0.52826, 1.13811], [-0.37109, 0.12126, -1.47390], [-0.54181, 1.85112, -1.05216], [0.67683, -0.00879, 0.80728], [2.08519, 1.44470, -1.19066], [1.70701, -0.22627, -1.36931], [2.92761, -0.36112, 0.85962], [3.36899, 1.04029, 0.66849], [0.48199, -1.79099, 2.74354], [1.20721, -1.80022, 0.13259], [0.73868, -1.98556, 1.83622]], "mulliken_charge": [-1.361, -0.109, -0.508, -0.357, -0.903, -0.644, 0.310, 0.351, 0.352, 0.172, 0.345, 0.298, 0.359, 0.144, 0.422, 0.467, 0.316, 0.318, 0.240, 0.527, -0.737], "e_lumo_ev": -3.3, "homo_ev": -9.42, "total_energy_ev": -9395.84292, "max_force_ev_per_a": 5.19, "e_above_lowest_kj_mol": 749.11, "charge": 0, "orbital_gap_ev": 6.1592}

# 3
{"formula": "CH4N3P", "method": "wB97M-V/def2-TZVPD", "symbols": ["H", "N", "P", "N", "H", "H", "C", "N", "H"], "positions_angstrom": [[-0.09352, -1.94624, 1.49968], [-0.70557, -1.71348, 0.77362], [-0.38108, -0.28484, 0.24065], [-1.46049, -0.01986, -1.07322], [-2.28050, -0.60888, -1.03646], [-1.16042, 0.54652, -1.89289], [3.56121, -0.38607, 0.58733], [2.89514, -0.28526, -0.36739], [4.16066, -0.41557, 1.39798]], "mulliken_charge": [0.247, -0.543, 0.287, -0.500, 0.262, 0.244, 0.055, -0.351, 0.298], "e_lumo_ev": 0.8, "smiles": "[H]/N=P/N.C#N", "homo_ev": -9.13, "total_energy_ev": -14859.80594, "max_force_ev_per_a": 5.68, "e_above_lowest_kj_mol": 90.73, "charge": 0, "orbital_gap_ev": 9.9262}

# 4
{"formula": "C4H8N2O", "method": "wB97M-V/def2-TZVPD", "symbols": ["N", "C", "O", "C", "N", "C", "C", "H", "H", "H", "H", "H", "H", "H", "H"], "positions_angstrom": [[-1.10082, -1.50633, -0.53137], [-1.54989, -0.62146, 0.39014], [-2.66160, -0.64220, 0.88496], [-0.57226, 0.48819, 0.79875], [0.66827, 0.59405, 0.01194], [1.66449, -0.28953, 0.25690], [0.76833, 1.48754, -0.96362], [-1.68929, -2.30622, -0.71294], [-0.10135, -1.58564, -0.67692], [-1.10989, 1.43816, 0.75320], [-0.29625, 0.30560, 1.84312], [1.94770, -0.50209, 1.28037], [2.36395, -0.44173, -0.55436], [1.76679, 1.78701, -1.24827], [-0.09817, 1.79464, -1.53190]], "mulliken_charge": [-0.328, 0.436, -0.612, -0.592, 0.039, -0.647, -0.575, 0.243, 0.257, 0.376, 0.252, 0.202, 0.357, 0.318, 0.274], "e_lumo_ev": [0.5, 0.5], "homo_ev": [-7.41, -7.41], "total_energy_ev": -9303.33732, "max_force_ev_per_a": 0.41, "e_above_lowest_kj_mol": 294.85, "charge": 0, "orbital_gap_ev": [7.9105, 7.9094]}